{
  "formula": "C45H90O21S9",
  "method": "ωB97M-V/def2-TZVPD",
  "elements": ["C", "C", "O", "C", "H", "H", "H", "H", "H", "H", "C", "C", "O", "C", "H", "H", "H", "H", "H", "H", "C", "C", "O", "C", "H", "H", "H", "H", "H", "H", "C", "C", "C", "S", "O", "O", "C", "H", "H", "H", "H", "H", "H", "H", "H", "C", "C", "C", "S", "O", "O", "C", "H", "H", "H", "H", "H", "H", "H", "H", "C", "C", "C", "S", "O", "O", "C", "H", "H", "H", "H", "H", "H", "H", "H", "C", "C", "C", "S", "O", "O", "C", "H", "H", "H", "H", "H", "H", "H", "H", "C", "C", "C", "S", "O", "O", "C", "H", "H", "H", "H", "H", "H", "H", "H", "C", "C", "C", "S", "O", "O", "C", "H", "H", "H", "H", "H", "H", "H", "H", "C", "C", "C", "S", "O", "O", "C", "H", "H", "H", "H", "H", "H", "H", "H", "C", "C", "C", "S", "O", "O", "C", "H", "H", "H", "H", "H", "H", "H", "H", "C", "C", "C", "S", "O", "O", "C", "H", "H", "H", "H", "H", "H", "H", "H"],
  "positions_angstrom": [[8.03617, -22.71585, 10.44946], [9.38351, -23.37391, 10.29506], [10.34895, -23.12559, 10.99273], [9.46872, -24.43993, 9.24820], [8.06042, -21.86161, 11.12508], [7.39865, -23.45787, 10.94141], [7.69826, -22.37084, 9.47388], [10.46365, -24.89170, 9.21404], [9.29005, -24.04455, 8.24481], [8.81286, -25.29755, 9.41850], [14.14904, -27.45589, 10.22672], [13.01160, -26.50718, 10.51972], [11.86162, -26.80191, 10.27677], [13.38996, -25.21256, 11.19153], [13.79501, -28.41684, 9.85804], [14.62284, -27.68722, 11.18780], [14.89235, -27.04701, 9.54523], [12.49669, -24.60867, 11.33609], [14.17713, -24.75448, 10.58986], [13.87873, -25.48433, 12.13087], [6.50651, -26.94645, 8.72187], [5.67400, -28.12059, 9.18139], [5.21154, -28.90230, 8.37932], [5.46881, -28.29673, 10.65743], [6.48925, -26.16991, 9.49102], [6.16730, -26.58050, 7.75868], [7.54792, -27.27880, 8.69385], [4.72879, -29.06043, 10.89098], [5.11308, -27.37040, 11.11130], [6.40677, -28.58075, 11.13544], [13.05978, -23.49369, 8.26672], [12.20499, -22.88202, 7.13450], [12.15131, -23.97517, 6.07581], [13.84422, -24.61645, 5.99883], [14.62544, -23.96577, 4.98082], [13.77753, -26.06316, 6.06727], [14.36996, -23.91102, 7.60910], [12.58104, -24.37540, 8.69434], [13.17861, -22.73043, 9.03757], [12.57616, -21.92841, 6.77057], [11.21997, -22.77333, 7.58336], [11.75130, -23.71197, 5.09711], [11.49830, -24.78610, 6.40458], [14.90894, -22.99613, 7.36909], [14.95532, -24.66176, 8.13167], [9.89506, -19.55195, 11.18960], [9.98910, -19.70497, 9.67792], [11.32275, -20.33520, 9.36917], [12.47798, -19.70907, 10.60882], [13.22183, -18.62044, 10.01472], [13.12668, -20.83239, 11.25915], [11.23050, -19.04912, 11.74548], [9.69930, -20.53258, 11.63750], [9.03902, -18.94913, 11.48257], [9.94391, -18.71320, 9.20620], [9.11670, -20.21237, 9.26549], [11.71635, -20.16604, 8.36677], [11.34411, -21.42460, 9.46094], [11.26850, -17.96722, 11.61568], [11.49424, -19.37243, 12.74570], [4.35022, -23.56870, 8.60597], [4.45826, -23.42947, 7.08619], [3.42552, -22.42201, 6.61503], [3.35260, -21.15603, 7.93283], [1.96395, -20.89962, 8.23237], [4.19786, -20.05472, 7.50989], [4.23441, -22.16704, 9.16874], [5.21913, -24.10949, 8.98263], [3.48968, -24.19766, 8.85372], [4.37771, -24.38054, 6.56220], [5.45516, -23.03170, 6.85937], [2.42181, -22.84765, 6.59306], [3.62419, -21.87612, 5.69663], [3.88024, -21.95374, 10.17597], [5.23554, -21.72223, 9.16436], [2.52753, -26.21443, 12.20887], [3.37492, -25.01186, 11.80301], [4.48144, -24.78489, 12.84602], [4.13162, -25.88341, 14.24783], [4.13801, -25.09683, 15.46179], [4.85641, -27.13102, 14.15283], [2.42058, -26.22995, 13.72676], [2.98366, -27.16539, 11.91876], [1.52872, -26.25580, 11.77245], [2.76138, -24.11136, 11.78741], [3.83139, -25.17915, 10.83047], [4.32214, -23.83725, 13.36943], [5.51653, -24.69223, 12.52962], [1.79001, -25.42355, 14.10058], [2.19340, -27.18819, 14.18602], [11.86689, -22.56878, 14.32915], [13.35441, -22.88730, 14.13576], [13.90390, -22.93722, 15.56685], [13.19207, -21.49796, 16.39451], [13.98839, -20.33064, 16.08221], [12.88400, -21.78174, 17.77896], [11.67509, -21.51728, 15.40308], [11.29486, -23.45866, 14.61633], [11.44052, -22.30378, 13.35632], [13.79886, -22.07360, 13.55726], [13.58586, -23.81354, 13.61811], [14.97484, -22.92967, 15.75873], [13.48647, -23.83463, 16.03099], [11.54963, -20.51319, 14.99816], [10.86134, -21.74642, 16.08437], [7.92719, -22.23637, 15.47106], [6.58607, -21.81370, 16.04070], [6.06728, -20.63783, 15.23131], [6.55528, -21.04142, 13.51646], [7.23718, -19.84690, 13.06519], [5.46057, -21.67885, 12.82308], [7.74854, -22.34623, 13.95766], [8.31271, -23.14949, 15.92330], [8.69408, -21.47796, 15.66754], [6.61994, -21.58244, 17.10817], [5.87874, -22.65086, 16.02937], [6.54766, -19.71125, 15.52901], [4.98097, -20.59238, 15.20948], [8.63777, -22.27164, 13.32644], [7.39393, -23.36003, 13.74769], [10.43635, -27.86765, 13.27415], [10.77998, -26.44194, 13.71518], [9.94932, -25.50831, 12.86751], [8.27383, -26.22585, 13.05334], [7.48811, -26.14177, 11.83902], [7.75475, -25.82502, 14.34012], [8.91198, -27.94159, 13.16582], [10.85411, -28.68652, 13.85420], [10.84707, -27.98614, 12.26682], [11.84082, -26.25049, 13.53319], [10.59497, -26.31443, 14.78357], [10.11917, -25.61648, 11.79408], [9.90650, -24.45068, 13.10916], [8.59047, -28.47256, 12.27317], [8.41183, -28.37207, 14.03318], [6.66032, -19.72707, 5.34347], [6.75104, -20.82881, 4.25951], [8.13287, -21.48029, 4.41283], [8.50423, -21.46606, 6.18917], [9.87026, -21.07013, 6.44437], [8.02056, -22.71315, 6.75464], [7.34159, -20.16828, 6.62447], [5.62498, -19.45375, 5.54880], [7.09735, -18.80431, 4.95483], [6.67414, -20.38171, 3.27331], [5.96470, -21.56417, 4.43757], [8.82943, -20.75985, 3.97036], [8.31438, -22.44249, 3.94524], [7.98160, -19.39827, 7.05558], [6.71328, -20.59664, 7.40196], [5.77424, -16.28016, 9.16124], [5.69468, -16.25876, 10.70769], [6.33629, -17.54161, 11.20461], [5.65983, -18.83516, 10.12698], [4.29574, -19.04655, 10.55207], [6.57219, -19.92609, 9.86506], [5.58849, -17.71423, 8.68646], [6.75901, -15.90674, 8.88014], [5.02617, -15.59257, 8.77236], [4.66785, -16.11429, 11.04263], [6.25548, -15.43907, 11.16190], [6.08516, -17.78758, 12.23235], [7.41725, -17.50076, 11.07240], [4.71255, -17.95839, 8.09444], [6.42880, -17.99543, 8.04741]],
  "atomic_forces_ev_per_a": [[0.5838, 0.2359, 0.5519], [-0.0499, -0.3669, 0.0007], [-0.1784, 0.3796, 0.1566], [0.8147, -0.6980, -0.6825], [0.1989, 0.0837, -0.1466], [-0.3419, -0.0680, -0.5227], [-0.4358, -0.3249, 0.0120], [0.0676, 0.2482, 0.2965], [-0.4249, 0.0864, 0.1362], [-0.4257, 0.3774, 0.1188], [-0.1187, -0.5309, 0.4668], [0.1082, -0.2880, -0.1493], [-0.0986, 0.1053, 0.0425], [0.1205, -0.6884, -0.1722], [-0.1977, 0.2031, -0.2746], [0.2585, 0.2299, -0.1124], [0.0162, 0.1215, 0.0459], [0.2256, 0.3164, -0.0138], [-0.1994, 0.4002, 0.0559], [-0.1261, 0.1442, 0.1217], [0.0543, 0.0600, 0.8585], [-0.2518, -0.3858, -0.4386], [-0.0075, 0.1284, 0.0476], [-0.3523, -0.0134, 0.3547], [-0.0662, 0.1207, -0.1824], [0.1333, -0.0582, -0.1178], [-0.0114, -0.0094, -0.3048], [0.0672, -0.1578, -0.3248], [0.3529, 0.0815, 0.0679], [0.0483, 0.2174, 0.0511], [0.3266, 0.4295, -0.3785], [-0.5692, -1.2478, 0.8430], [-0.3029, 0.0431, -0.2228], [-0.1151, -0.2392, 0.6266], [-0.1684, -0.0524, -0.2657], [0.1908, 0.4927, 0.0047], [-0.6423, 0.1781, -0.3800], [-0.2893, 0.1518, -0.0052], [0.3002, -0.2845, 0.2195], [0.0757, 0.0220, 0.0030], [-0.1444, 0.4583, -0.4463], [0.5241, 0.3135, -0.1145], [0.3171, -0.1509, 0.2577], [0.4515, -0.2833, -0.0507], [0.1527, 0.0895, -0.0170], [-0.2650, -0.8928, 0.7327], [-0.2025, 0.8807, -0.2977], [0.5046, -0.9328, -0.4262], [-0.5527, -0.0853, -0.1755], [0.1313, -0.3567, 0.3609], [0.1834, 0.3564, -0.2509], [-0.1791, 0.4434, -1.0242], [0.0310, -0.0097, -0.1471], [0.1574, 0.1919, 0.0695], [0.1718, 0.0136, 0.1085], [0.1770, -0.3862, 0.1368], [-0.0047, 0.5089, 0.1275], [-0.2873, 0.1332, 0.4381], [0.2826, 0.0171, 0.3131], [-0.0901, 0.0693, 0.0890], [-0.7185, -0.6346, -0.0673], [0.7300, 0.4337, -0.4049], [-0.5186, 0.2622, 0.7575], [-0.2920, -0.9255, -0.7408], [0.4737, -0.0189, 0.3278], [0.0561, -0.0266, 0.2090], [0.8442, 1.0004, -0.0255], [0.0852, 0.2542, 0.1481], [-0.1235, 0.1961, 0.0091], [-0.1132, -0.0405, 0.0785], [-0.0010, -0.1156, -0.0141], [0.0043, 0.0010, -0.1022], [0.1308, -0.1600, -0.0871], [-0.4465, -0.3971, -0.0800], [-0.0683, 0.0515, -0.0651], [-0.3735, -1.0523, 0.3635], [0.4783, -0.0253, -0.0129], [-0.5315, 0.9199, 1.1597], [-0.2238, -0.0277, -0.5671], [0.2153, -0.3393, -0.1007], [-0.0439, 0.2141, 0.1098], [0.8022, 0.4490, 0.1867], [0.2364, 0.1880, -0.1288], [0.0628, 0.3909, -0.1467], [-0.0460, -0.0361, -0.2902], [-0.1825, 0.1120, -0.1304], [-0.1326, 0.0852, -0.3028], [0.0329, -0.8586, -0.1579], [-0.0167, -0.0824, 0.1422], [-0.2529, 0.0008, -0.0923], [-0.5944, -0.9350, -0.9632], [0.5423, 0.7887, 0.6751], [-0.1605, -0.1883, 0.1670], [0.1345, -0.1983, 0.1101], [-0.3526, -0.4190, -0.1011], [0.0569, -0.0112, -0.4120], [0.1986, 0.5676, 0.0888], [0.3173, -0.1227, 0.1631], [-0.0065, 0.3359, 0.1366], [0.1229, -0.0467, 0.0567], [-0.3551, -0.0688, -0.0525], [0.0562, 0.1474, -0.3500], [-0.0079, 0.1627, 0.3126], [0.0383, 0.0206, 0.0776], [0.0032, 0.0448, 0.0317], [0.8997, 0.6183, -0.1218], [-0.6330, -0.4770, 0.8463], [-0.1322, -0.9419, -0.4980], [0.2129, -0.3596, 1.7522], [-0.0798, -0.3749, -0.8412], [0.1519, 0.5461, -0.3709], [0.2454, -0.7039, -0.1549], [-0.2113, -0.1883, -0.1992], [-0.2179, 0.1417, 0.1294], [0.3259, 0.2624, -0.0997], [0.0582, -0.0150, -0.4585], [-0.0934, 0.1515, -0.2398], [-0.0022, 0.2911, 0.1506], [0.1461, 0.5307, 0.2960], [-0.7426, 0.3344, -0.1707], [-0.2974, 0.2491, -0.8555], [0.9190, -0.1220, 0.2329], [-1.5418, -0.3138, -0.4308], [1.5515, -1.1913, 0.0663], [-0.1157, 0.7290, 0.1974], [-0.2586, 0.2907, -0.3067], [-0.5097, 0.0303, 0.1876], [-0.0267, 0.2407, 0.4026], [-0.0555, -0.0223, 0.0287], [-0.0177, 0.0491, 0.1253], [-0.1000, 0.1984, -0.0273], [0.4703, -0.0505, 0.0815], [0.1347, -0.0260, 0.2399], [-0.1146, 0.0777, 0.0015], [0.0812, 0.0054, 0.0518], [-0.5135, 0.4173, -0.4091], [0.1760, -0.4100, 0.9001], [0.3854, 1.2476, -0.1436], [-0.5199, -0.5052, -0.6663], [-0.2512, 0.0391, -0.0857], [0.1555, 0.0932, 0.0550], [0.9128, -0.0213, 0.1414], [-0.0486, -0.2406, 0.0364], [0.3352, -0.1235, 0.0917], [-0.2680, -0.1769, -0.0940], [-0.0610, 0.0028, -0.2599], [0.2672, -0.2127, 0.1541], [-0.2155, -0.2062, 0.2848], [-0.2016, 0.0865, 0.1126], [-0.2485, 0.1348, -0.1131], [-0.1544, 0.4021, 0.8320], [0.1810, 0.1627, 0.0610], [-0.3109, -0.4490, 0.1104], [-0.3637, 1.9515, -0.5188], [0.2920, -0.6140, 0.1232], [-0.1135, -0.0590, 0.2204], [0.7448, -0.5200, -0.6297], [-0.0254, -0.0538, -0.1809], [0.0202, -0.1044, -0.2356], [-0.0560, -0.4411, 0.0298], [-0.0023, 0.1593, -0.3299], [0.1168, -0.1382, -0.0162], [0.0255, -0.1516, 0.0048], [-0.3058, 0.1605, 0.3904], [0.0122, -0.1080, 0.1329]],
  "lowdin_charge": [0.01, -0.46, 0.04, 0.00, 0.05, 0.09, 0.07, 0.06, 0.07, 0.08, -0.01, -0.49, 0.06, -0.02, 0.09, 0.09, 0.08, 0.07, 0.09, 0.08, -0.02, -0.49, 0.07, -0.01, 0.05, 0.08, 0.09, 0.09, 0.06, 0.08, -0.23, -0.23, -0.21, 0.68, -0.32, -0.34, -0.20, 0.09, 0.11, 0.12, 0.07, 0.11, 0.10, 0.11, 0.09, -0.22, -0.21, -0.23, 0.70, -0.32, -0.34, -0.18, 0.09, 0.08, 0.13, 0.09, 0.10, 0.07, 0.11, 0.09, -0.22, -0.21, -0.20, 0.71, -0.31, -0.35, -0.20, 0.10, 0.11, 0.12, 0.09, 0.10, 0.09, 0.11, 0.07, -0.22, -0.20, -0.21, 0.68, -0.33, -0.33, -0.21, 0.10, 0.12, 0.12, 0.08, 0.08, 0.07, 0.11, 0.11, -0.22, -0.20, -0.22, 0.68, -0.32, -0.33, -0.21, 0.10, 0.10, 0.11, 0.09, 0.11, 0.11, 0.10, 0.08, -0.21, -0.22, -0.19, 0.70, -0.33, -0.32, -0.21, 0.12, 0.10, 0.12, 0.12, 0.10, 0.11, 0.08, 0.08, -0.20, -0.22, -0.22, 0.69, -0.34, -0.31, -0.19, 0.12, 0.10, 0.11, 0.12, 0.08, 0.07, 0.09, 0.11, -0.20, -0.19, -0.21, 0.69, -0.32, -0.34, -0.23, 0.10, 0.12, 0.12, 0.11, 0.11, 0.11, 0.09, 0.07, -0.19, -0.22, -0.23, 0.69, -0.30, -0.34, -0.21, 0.11, 0.11, 0.12, 0.12, 0.09, 0.10, 0.08, 0.08],
  "orbital_gap_ev": 9.580,
  "max_force_ev_per_a": 2.05,
  "mol_weight_g_mol": 1255.80,
  "charge": 0,
  "total_energy_ha": -6932.2847
}